Formula: C75H61AsAuN9OS4
Source: OMol25
Level of theory: ωB97M-V/def2-TZVPD

## Properties
HOMO level (eV): -11.606
Total charge: +2
Frontier orbital gap (eV): 6.00
F_max (eV/Å): 1.25
Energy relative to the best compared isomer or geometry (same formula, charge and spin) (kcal per mole): 0.0

Cartesian coordinates (Å):
C 2.468936 -1.288519 3.328853
C -4.985155 -2.441530 3.358945
H 3.952289 -1.168515 -3.646862
C -3.058362 3.915572 -3.571739
C -0.605364 3.884677 -5.828704
H 1.187438 4.198421 0.471481
H 1.896339 6.337571 -0.532246
S -1.300705 -2.145568 0.023541
C 7.675432 -3.239803 -0.658764
H 7.200279 0.595041 -2.117982
C 7.589397 -4.582778 -0.290973
C 0.017612 3.096225 -4.880409
H -0.108323 -2.157477 -2.515504
N -0.863864 -2.741710 1.496550
H -4.680489 7.015508 -7.087645
C 1.680550 2.383429 3.272311
H -0.653610 -3.781353 7.374849
C 5.228057 0.446741 -0.111226
H 2.069302 4.453946 3.671002
C -0.604642 5.561792 -2.679823
H -3.001997 4.896347 -4.026695
C -2.083214 2.050840 -6.361526
C -3.727729 -3.461330 -0.383862
H -5.740624 -0.248980 0.404514
C 0.978174 1.048961 5.171667
C 6.643387 -2.622843 -1.373963
C 6.478908 -0.218469 -2.168065
S -1.047416 -2.060449 2.874687
H -4.785107 0.888592 4.001009
H 0.840424 3.493685 -4.299676
C 1.058275 2.173688 5.975441
C 3.615695 -0.690732 3.834843
C -1.036739 4.375162 -2.095734
C 4.574330 -2.876921 4.124440
C -0.159192 -5.622825 4.569691
H -0.326249 -4.864180 2.553610
C -0.403391 -4.651134 3.610980
C -0.731195 -3.373049 4.031520
H 4.661137 -2.821025 -2.250000
H 4.504428 -5.186116 -1.569780
C -3.087682 -2.285163 -0.024632
N 8.666985 -2.304779 -0.435468
H 4.186669 0.546510 -4.006669
C -0.424285 1.793654 -4.638370
H -5.519167 4.202000 1.217489
H 3.690495 0.386164 3.917795
C 1.280032 1.179962 3.824031
C -0.117639 -3.189320 -2.180509
H -1.086700 5.931785 -3.576802
H -0.063036 -6.070837 6.661758
Au 1.038995 0.112841 -0.729009
H -6.917039 -2.338462 -0.220729
C 5.396510 -4.620466 -1.333080
C -4.466508 -0.115629 3.755239
H 5.395617 -3.502203 4.447590
C 3.998273 0.107870 -1.929822
C -1.962592 3.104882 2.209451
C -3.123026 -0.365611 3.516811
H 0.802425 7.171707 -2.579487
C -0.163741 -5.821051 -1.255454
C 1.438683 3.396447 5.431259
H -0.963065 2.806768 2.489803
H -1.118127 -5.025932 0.498695
H -4.726274 4.544642 3.533919
N 1.305266 0.137344 1.320863
C -0.661340 -3.503883 -0.947209
C 4.669347 -1.496402 4.238301
O -2.581741 6.027845 -5.713937
C -4.526080 3.879074 1.503256
H 1.479137 4.272834 6.064216
H 0.832359 2.099428 7.030576
C -4.078186 4.080709 2.801326
C -3.790426 6.759868 -7.661714
C -3.699556 3.282062 0.559226
H 2.601389 -0.035569 -3.503382
H 0.810205 -6.311322 -3.100468
H 6.129031 0.526387 0.472363
H 3.372537 -4.532935 3.474050
H -3.171050 -4.353727 -0.630825
H -5.627003 -4.373389 -0.750817
C -0.378370 3.875190 -0.964944
S 1.166882 -0.214426 2.717638
C 3.926261 0.590770 0.209112
C 5.472672 -3.298984 -1.717728
H -3.237143 0.378626 -2.011330
H 5.564205 -1.045984 4.645830
H -2.381484 0.421313 3.566909
C 0.121414 1.064490 -3.537217
C -1.466321 1.267900 -5.404364
H -5.710453 -3.241633 3.302078
H 0.679302 0.088922 5.571578
H 1.497067 -3.098552 2.731223
C -2.740293 -1.656754 3.203145
C -1.673600 3.367818 -6.553070
H -3.242108 7.685385 -7.841994
H 8.402146 -5.057071 0.241566
H 0.101088 -6.626816 4.263207
C -3.214783 1.378114 -2.425665
C -5.113522 -3.470204 -0.450164
H 6.337044 -6.303722 -0.385590
N 7.099600 -1.347247 -1.548095
C -4.119575 1.757144 -3.409810
C 0.673329 4.578449 -0.403608
C 0.392430 -5.518786 -2.494123
H -4.059350 3.140167 -0.451273
C -0.249520 -5.307396 5.918592
H -4.793697 3.344048 -4.685290
H 6.227804 -0.423981 -3.206900
C 3.667651 -0.156169 -3.353966
C -2.792226 3.696503 3.152836
C 2.377916 -2.661596 3.176251
C -2.406449 2.896107 0.909046
C -3.650945 -2.704852 3.116039
C -0.583260 -4.019720 6.322577
N 5.261039 0.144632 -1.456614
N 3.167905 0.387867 -0.927241
N 8.316305 -1.202019 -0.952957
C 0.589562 0.454695 -2.606352
S -2.545671 4.331682 -7.751589
As -1.138663 2.160872 -0.416420
C -5.836936 -2.322432 -0.158565
H 0.842881 -3.985587 -3.921914
H -2.429728 3.861901 4.160539
H -0.183889 -6.843333 -0.902568
C -3.797613 -1.125256 0.258373
C 1.761504 3.503608 4.085499
N -0.249750 -0.814975 3.280952
C -4.058415 3.033828 -3.954195
H -6.433875 -0.951950 3.885971
H -4.877279 1.061131 -3.747082
H -1.804108 0.256131 -5.222495
C -5.389545 -1.148230 3.682242
C 3.434764 -3.458570 3.585624
H -1.090577 -2.029556 5.663771
N -0.945619 -0.766813 -0.404536
H -3.264413 -0.217198 0.509541
C -0.694625 -4.810986 -0.471532
C -2.140967 3.539117 -2.596125
H -2.901499 1.658453 -6.950939
H -3.314235 -3.703473 2.864289
C -5.179727 -1.150501 0.194957
H 1.904739 2.409553 2.212777
C 0.455624 6.256817 -2.117767
C 6.442364 -5.258146 -0.641140
C 0.414128 -4.210520 -2.954708
H 3.457056 0.814314 1.147889
C -2.942994 5.832060 -6.841474
H -4.068542 6.317307 -8.615250
C 1.080561 5.779014 -0.973100
C -0.827996 -3.040606 5.376193
H -0.278608 4.900944 -5.989697
C -2.263646 2.284236 -1.985199

Cartesian forces (eV/Å) of the 6 atoms listed first:
-0.18 0.20 0.03
0.02 0.02 0.02
0.02 0.01 0.00
-0.03 0.06 0.06
0.07 -0.11 -0.06
0.00 -0.01 0.06

These are the Mulliken partial charges, in e, on atoms 1 to 8: number 1, C, carries 0.224; number 2, C, carries -0.802; number 3, H, carries 0.328; number 4, C, carries -0.822; number 5, C, carries -0.446; number 6, H, carries 0.491; number 7, H, carries 0.475; number 8, S, carries 0.902

Formula: C3H5NO2
Source: OMol25
Level of theory: ωB97M-V/def2-TZVPD

## Properties
HOMO level (eV): -10.594
Frontier orbital gap (eV): 9.98
F_max (eV/Å): 1.69
Energy relative to the best compared isomer or geometry (same formula, charge and spin) (kcal per mole): 100.6

Cartesian coordinates (Å):
N -3.026647 -0.663445 -1.162902
H 2.536834 0.875198 0.206997
C -2.092223 -0.378185 -0.551824
H -1.057743 -0.071145 1.274283
H 0.474114 -0.858011 -1.306718
O -0.233763 1.074639 -0.276990
H 1.122381 1.256865 0.569727
C 0.316932 -0.679727 -0.254796
O 1.885379 0.733221 0.897311
H 0.975169 -1.253309 0.407832
C -0.900430 -0.036104 0.197082

Cartesian forces (eV/Å) of the 6 atoms listed first:
0.54 0.15 0.34
0.36 0.00 0.05
-1.40 -0.26 -0.50
-0.12 0.04 0.07
-0.39 0.15 -0.11
0.89 -1.42 -0.26

These are the natural (NBO) partial charges, in e, on atoms 1 to 8: number 1, N, carries -0.285; number 2, H, carries 0.465; number 3, C, carries 0.247; number 4, H, carries 0.223; number 5, H, carries 0.217; number 6, O, carries -0.557; number 7, H, carries 0.495; number 8, C, carries 0.000

Formula: C3H10NO4
Source: OMol25
Level of theory: ωB97M-V/def2-TZVPD

## Properties
HOMO level (eV): -4.270
Total charge: -1
Frontier orbital gap (eV): 8.01
F_max (eV/Å): 0.84
Energy relative to the best compared isomer or geometry (same formula, charge and spin) (kcal per mole): 55.4

Cartesian coordinates (Å):
C -1.139086 -0.900146 2.013348
O -0.564213 -1.029471 3.071111
H 0.343054 -1.841563 0.818576
H -2.107722 -0.350309 1.957603
O 0.801512 0.818764 -0.738165
O 1.728598 -1.026980 -2.402492
O 1.424146 3.201582 0.160758
N -0.989559 -0.731977 -0.447586
H 1.543214 -0.288490 -1.751253
H 1.235266 2.293409 -0.252584
H 1.063187 -0.930002 -3.087157
C -0.501805 0.670534 -0.361685
H -0.470183 -1.173765 -1.194549
H -1.301216 -2.437107 0.660653
C -0.693255 -1.521289 0.727651
H 1.469865 2.994391 1.105991
H -0.638933 0.984389 0.698048
H -1.202870 1.268028 -0.978265

Cartesian forces (eV/Å) of the 6 atoms listed first:
-0.10 0.08 0.24
-0.21 0.04 -0.21
0.30 0.11 0.15
0.19 -0.06 0.01
-0.21 0.10 0.07
0.26 -0.27 0.01

These are the natural (NBO) partial charges, in e, on atoms 1 to 8: number 1, C, carries 0.440; number 2, O, carries -0.560; number 3, H, carries 0.197; number 4, H, carries 0.101; number 5, O, carries -0.956; number 6, O, carries -1.017; number 7, O, carries -1.023; number 8, N, carries -0.672